P.
14
Properties=species:S:1:pos:R:3:mulliken_charge:R:1 method="wB97M-V/def2-TZVPD" spin_multiplicity=1 mol_weight_da=118.6 e_homo_ha="-0.2828 / -0.2829"
C 1.11148 -1.20421 0.23484 -0.01
C -0.26538 -1.70157 0.73631 -0.41
C 0.46334 0.98526 0.47053 -0.06
C -0.42988 1.48883 -0.57075 -0.93
N 1.30340 0.03846 0.18548 -0.29
N -1.02432 -0.66772 1.20966 -0.45
Cl -0.85346 -0.27940 2.84389 -0.17
H 2.02061 -1.82841 -0.00487 0.39
H -0.78366 -2.12102 -0.10003 0.27
H -0.12154 -2.48293 1.47327 0.38
H 0.69423 1.69294 1.22277 0.32
H -0.04870 2.15833 -1.25487 0.38
H -1.27272 1.83057 -0.17994 0.37
H -0.78283 0.54427 -1.08339 0.22

***

Q.
14
Properties=species:S:1:pos:R:3:mulliken_charge:R:1 method="wB97M-V/def2-TZVPD" spin_multiplicity=1 mol_weight_da=118.6 e_homo_ha=-0.3005
C -0.82473 -2.71007 -1.26252 -0.38
C 0.36300 1.23336 1.71632 -1.31
C -0.12372 0.06401 0.73748 -0.35
C 0.43889 0.16145 -0.65974 0.48
N -0.67196 -3.81977 -1.55649 -0.47
N -0.40827 0.68489 -1.63298 -0.35
Cl 2.08238 -0.31955 -0.88897 -0.03
H 0.28637 2.14276 1.11940 0.37
H 1.32368 1.17171 1.96326 0.44
H -0.16192 1.09690 2.60788 0.36
H 0.12523 -0.77644 1.39920 0.34
H -1.25835 -0.02845 0.51064 0.28
H 0.14554 0.85102 -2.42876 0.28
H -1.31613 0.24817 -1.62472 0.32

***

The winner here is P, beating the second structure by 2.8 kcal/mol.

***

P.
14
Properties=species:S:1:pos:R:3:mulliken_charge:R:1 method="wB97M-V/def2-TZVPD" spin_multiplicity=1 mol_weight_da=118.6 e_homo_ha="-0.3315 / -0.3926"
C -0.79518 0.11451 1.70524 0.34
C -1.03019 0.05843 -1.26238 -0.98
C 0.02302 0.90277 -0.55429 -0.34
C 0.28739 0.49154 0.86754 0.00
N -1.65768 -0.35374 2.36576 -0.41
N 1.09692 -1.67027 0.26023 -0.51
Cl 1.74112 0.99883 1.70179 -0.12
H -1.53676 -0.55380 -0.51133 0.34
H -0.64229 -0.47712 -2.10648 0.27
H -1.80411 0.71382 -1.69385 0.32
H 1.11732 0.82340 -1.12442 0.21
H -0.02552 2.02487 -0.61167 0.37
H 1.93119 -1.37862 -0.22926 0.24
H 1.29478 -1.69461 1.19313 0.27

***

Q.
14
Properties=species:S:1:pos:R:3:mulliken_charge:R:1 method="wB97M-V/def2-TZVPD" spin_multiplicity=1 mol_weight_da=118.6 e_homo_ha=-0.3391
C -1.30576 -1.82137 -0.10716 -0.19
C 0.74798 -1.15419 0.29800 -0.36
C -1.32269 -0.42143 -0.61984 -0.03
C 0.51845 1.22699 0.35246 -0.99
N -0.22621 -2.12616 0.39378 -0.46
N 0.13453 0.07761 -0.43498 -0.17
Cl -2.62797 0.62179 0.14333 -0.22
H -2.11633 -2.48347 -0.18066 0.45
H 1.08121 -0.77108 1.20250 0.34
H 1.55614 -1.64239 -0.35598 0.25
H -1.45496 -0.24124 -1.66106 0.35
H 0.08077 2.19545 0.07071 0.32
H 0.46223 1.16466 1.49614 0.30
H 1.56796 1.19991 0.19649 0.42

***

The winner here is Q, beating the second structure by 53.3 kcal/mol.

***

P.
16
Properties=species:S:1:pos:R:3:mulliken_charge:R:1 method="wB97M-V/def2-TZVPD" spin_multiplicity=1 total_charge=-1 mol_weight_da=100.1 e_homo_ha=-0.1955
N 2.99695 1.42529 -0.36433 -0.66
C 2.10068 0.45495 0.22824 -0.27
O 1.66321 -0.55883 -0.72247 -0.61
H 2.34362 1.96891 -0.95207 0.25
H 3.58875 0.92736 -1.02638 0.25
H 2.72615 -0.05721 0.98759 0.22
H 1.20506 0.90807 0.62955 0.32
H -1.91242 0.66477 0.94303 0.45
H -2.43963 0.03182 2.34754 0.27
O -2.42548 0.83231 1.80455 -0.69
H -1.94910 -1.27567 -0.51970 0.46
H -2.87791 -1.75766 -1.51288 0.26
O -2.65083 -2.02649 -0.59342 -0.69
H 0.62780 -0.35569 -0.69318 0.45
H -0.99778 0.48069 -1.06800 0.23
O -0.84736 -0.01162 -0.25493 -1.25

***

Q.
16
Properties=species:S:1:pos:R:3:mulliken_charge:R:1 method="wB97M-V/def2-TZVPD" spin_multiplicity=1 total_charge=-1 mol_weight_da=100.1 e_homo_ha=-0.1442
N 1.80395 -0.95142 2.62090 -0.68
C 1.57735 -0.85401 1.09104 -0.28
O 0.54645 -0.04267 0.71443 -0.89
H 1.60546 -1.88791 2.75096 0.23
H 1.16464 -0.33687 3.22049 0.28
H 1.36228 -1.94231 0.75244 0.06
H 2.51277 -0.78174 0.47099 0.23
H -0.59585 1.36080 -1.66862 0.26
H 0.08456 0.97433 -0.31763 0.46
O -0.40675 1.71750 -0.76590 -0.78
H -1.69437 2.35752 -1.42867 0.49
H -2.85633 2.14400 -2.46988 0.27
O -2.60699 2.62311 -1.70035 -0.68
H -0.56276 -1.01209 -0.44786 0.44
H -0.72731 -2.05039 -1.68055 0.29
O -1.20710 -1.31785 -1.14178 -0.69

***

The winner here is P, beating the second structure by 26.2 kcal/mol.

***

P.
32
Properties=species:S:1:pos:R:3:mulliken_charge:R:1 method="wB97M-V/def2-TZVPD" spin_multiplicity=1 mol_weight_da=227.3 e_homo_ha=-0.3128
C -1.05604 1.08703 -3.94906 -0.70
C -0.18686 1.19775 -1.83472 0.58
C -0.50301 2.24944 -0.97474 -0.60
C -0.61532 2.04043 0.40622 -0.87
C -0.44534 0.75708 0.97547 0.47
C -0.25917 0.55249 2.45734 -0.87
C 1.17621 0.30452 2.80368 -0.51
C -0.19560 -0.32500 0.08394 0.34
C -1.37015 -2.27394 0.67137 -0.74
C -0.13826 -0.10937 -1.27997 0.32
C 1.85121 -1.77799 -1.91318 -0.90
H -2.02837 1.47855 -3.61438 0.32
H -1.14821 -0.01633 -3.92215 0.25
H -0.83133 1.57702 -4.88509 0.28
H -0.69492 3.17957 -1.43194 0.48
H -0.68817 2.83475 1.15026 0.32
H -0.86558 -0.29740 2.84235 0.16
H -0.62204 1.44766 2.96035 0.41
H 1.77684 1.10518 2.47584 0.40
H 1.57064 -0.56358 2.20141 0.23
H 1.12549 0.83936 4.68013 0.30
H 0.77796 -0.79975 4.45787 0.29
H -1.87829 -2.11771 -0.32437 0.26
H -2.02272 -1.87727 1.44177 0.24
H -1.04432 -3.29912 0.77525 0.32
H 2.02188 -2.13370 -0.89176 0.25
H 2.33566 -2.55494 -2.53521 0.39
H 2.51366 -0.88481 -2.03847 0.28
N 1.40170 -0.01185 4.16717 -0.65
O -0.00774 1.46820 -3.13236 -0.48
O -0.10643 -1.61838 0.53865 -0.45
S 0.15661 -1.45788 -2.36167 -0.12

***

Q.
32
Properties=species:S:1:pos:R:3:mulliken_charge:R:1 method="wB97M-V/def2-TZVPD" spin_multiplicity=1 mol_weight_da=227.3 e_homo_ha="-0.3284 / -0.2222"
C 0.15845 1.45085 -0.49562 -1.17
C -1.97646 0.69488 0.47098 -1.37
C -1.20495 0.11808 1.58646 -0.91
C -1.29495 -0.35930 -1.63516 -1.81
C -0.40050 -1.83533 0.23695 -1.77
C 1.26768 -0.18319 1.12984 -1.45
C 1.19089 -0.62481 -1.40189 -1.39
C -1.21960 0.87559 -0.87769 0.80
C -0.07294 -0.88401 1.35366 0.35
C -0.12007 -1.29354 -1.24691 0.52
C 1.31844 0.52245 -0.26484 1.47
N 0.00497 2.75309 -0.06821 -0.41
O 3.96212 -1.11855 0.69878 -0.48
O 2.60734 1.08092 -0.32910 -0.55
S 4.06312 0.07332 -0.22180 0.43
H -2.78905 0.10987 0.15205 0.53
H -2.45179 1.63228 0.81721 0.51
H -0.90760 0.86074 2.27561 0.47
H -2.01776 -0.29367 2.33871 0.33
H -2.26537 -0.83322 -1.45419 0.47
H -1.17914 -0.30140 -2.67751 0.41
H 0.17216 -2.75669 0.36994 0.47
H -1.37262 -2.19707 0.25566 0.67
H 1.61232 0.58843 1.76119 0.41
H 2.12758 -0.86987 0.99788 0.85
H 2.01893 -1.28792 -1.31251 0.63
H 1.28664 -0.06717 -2.29928 0.40
H -1.81579 1.70050 -1.47066 0.35
H 0.00399 -1.41864 2.30528 0.44
H -0.43351 -2.16000 -1.84625 0.24
H -0.99422 2.98595 0.31192 0.29
H 0.72167 3.03744 0.53947 0.27

***

The winner here is P, beating the second structure by 56.8 kcal/mol.

***

P.
32
Properties=species:S:1:pos:R:3:mulliken_charge:R:1 method="wB97M-V/def2-TZVPD" spin_multiplicity=1 total_charge=-1 mol_weight_da=197.2 e_homo_ha=-0.2455
O -1.96153 2.24503 -2.66822 -0.65
H -1.84413 1.29629 -2.73533 0.35
H -0.15433 2.32889 -1.04684 0.26
O 0.34646 1.79435 -0.47539 -0.53
H 0.45289 -0.48467 -3.63846 0.29
H 3.22134 0.82969 -0.23773 0.28
O -4.75471 -1.27435 0.57854 -0.65
H 1.29678 -0.28141 -2.39932 0.31
H 3.76008 0.09940 2.37824 0.30
O 1.97453 -1.45665 -0.56345 -0.67
H 3.86074 -0.75816 1.21287 0.33
H 1.12927 -0.80868 1.44809 0.14
O -1.26494 0.99140 2.33632 -0.71
H -2.35784 -1.81889 1.83522 0.32
H -2.03428 2.14399 -1.70580 0.28
O 4.16103 -0.71086 2.14602 -0.65
H -0.86312 -1.35163 1.63239 0.39
H 3.86418 2.00077 0.55525 0.32
O 3.87925 1.50489 -0.29857 -0.63
H -4.62936 -0.43753 1.15392 0.32
O 0.95089 0.16962 -3.13469 -0.60
H -4.11060 -1.61126 -0.02774 0.32
H -1.34673 -1.11917 -0.95363 0.34
O -2.15954 -0.64111 -0.76516 -0.63
H -1.66777 -0.03368 0.03685 0.29
H 0.10045 0.89935 -0.11956 0.22
O -1.50664 -2.06589 1.44912 -0.64
H -1.60232 1.56680 1.59340 0.29
H 1.12102 -1.04185 -0.25142 0.44
O 0.53244 -0.13568 1.03143 -1.00
H -0.39451 0.50027 1.89303 0.30
H 2.00101 -2.33926 -0.25938 0.26

***

Q.
32
Properties=species:S:1:pos:R:3:mulliken_charge:R:1 method="wB97M-V/def2-TZVPD" spin_multiplicity=1 total_charge=-1 mol_weight_da=197.2 e_homo_ha=-0.2474
O -0.16539 -0.26181 -0.47494 0.53
H 0.16132 0.13376 0.31370 -0.33
O 1.63757 1.84432 -1.15349 -0.71
H 1.13373 1.00863 -1.13322 0.24
H 2.53465 1.71122 -0.96003 0.28
O -0.64008 -0.25034 -2.90190 -0.58
H 0.08990 -0.02294 -3.46787 0.27
H -0.36695 -0.27738 -1.94771 0.22
O 2.96748 -0.85593 0.77358 -0.61
H 3.20416 -0.43985 -0.07801 0.29
H 2.30252 -0.33793 1.14004 0.26
O 0.89591 -2.55968 -1.43529 -0.73
H 0.61262 -1.61157 -1.12715 0.26
H 0.46269 -2.72353 -2.28399 0.33
O 1.13747 1.52409 1.64171 -0.65
H 1.56548 1.62751 2.48092 0.30
H 1.36747 2.16877 1.02815 0.23
O 0.36905 -1.66203 1.78572 -0.70
H 0.37726 -1.20792 0.92826 0.01
H -0.50820 -1.78315 1.89215 0.44
O -2.27130 -0.72517 1.36122 -0.74
H -1.59875 -0.67517 0.67607 0.15
H -1.90746 -0.13934 2.09405 0.40
O -1.20682 1.46525 2.70095 -0.69
H -1.16794 2.17669 3.31789 0.28
H -0.32612 1.42318 2.32008 0.41
O -2.49286 -2.13309 -1.29083 -0.68
H -3.15822 -1.43573 -1.27805 0.33
H -1.69112 -1.73890 -0.97326 0.25
O -1.43528 2.11248 -1.18575 -0.67
H -0.82975 2.39399 -1.83542 0.31
H -1.05305 1.25157 -0.92760 0.30

***

The winner here is Q, beating the second structure by 23.2 kcal/mol.

***

P.
13
Properties=species:S:1:pos:R:3:mulliken_charge:R:1 method="wB97M-V/def2-TZVPD" s2=0.7533 spin_multiplicity=2 mol_weight_da=74.1 e_homo_ha="-0.1942 / -0.3585"
C 1.35557 1.51337 -0.56832 -0.58
N 0.50907 2.49525 -0.99923 -0.32
H 1.88887 0.93175 -1.29215 0.29
H 1.53891 1.53012 0.49540 0.25
H 0.25243 3.27604 -0.42771 0.18
H 0.35418 2.61307 -1.98613 0.18
O 0.05206 -0.70524 -0.10835 -0.41
C -0.27572 -1.70938 0.47247 0.06
C -1.57958 -1.84197 1.19836 -0.82
H 0.44436 -2.53893 0.54077 0.37
H -1.85599 -0.95384 1.77051 0.26
H -2.46885 -2.03989 0.59305 0.26
H -1.44430 -2.67800 1.88436 0.28

***

Q.
13
Properties=species:S:1:pos:R:3:mulliken_charge:R:1 method="wB97M-V/def2-TZVPD" s2=0.7639 spin_multiplicity=2 mol_weight_da=74.1 e_homo_ha="-0.1974 / -0.3199"
C 1.14155 -0.63681 0.42385 -0.04
C 0.43626 -1.04568 1.54466 -0.75
C 0.85915 0.32619 -1.75771 -0.64
N 0.61726 0.34877 -0.47769 -0.09
H 2.08613 -1.02284 0.09820 0.31
H -0.54171 -0.63464 1.85984 0.20
H 0.66050 -2.02195 1.96148 0.25
H 0.38731 0.88064 -2.45338 0.35
H 1.64128 -0.41423 -2.06188 0.16
H -0.06242 1.13818 -0.11424 0.27
H -2.53710 1.37674 1.03980 0.31
H -2.61776 0.54104 -0.27434 0.31
O -2.07044 1.16459 0.21141 -0.64

***

The winner here is P, beating the second structure by 9.9 kcal/mol.

***

P.
13
Properties=species:S:1:pos:R:3:mulliken_charge:R:1 method="wB97M-V/def2-TZVPD" spin_multiplicity=1 mol_weight_da=147.2 e_homo_ha=-0.3400
C -1.75428 -0.92433 0.92500 -0.71
C 2.09282 -0.50574 -1.00033 -0.04
C 0.97380 1.05338 -0.20888 0.49
H -1.50426 -0.33939 1.85243 0.26
H -1.31764 -1.91922 0.72647 0.27
H -2.86848 -1.10608 0.89876 0.30
H 2.98748 -1.02001 -1.34194 0.42
H -0.76728 2.39926 0.34583 0.11
N 0.12605 0.05782 -0.63455 0.47
N 0.88289 -0.92509 -1.19598 -0.69
N 2.20988 0.72273 -0.38493 -0.58
S -1.54220 -0.01356 -0.60196 -0.10
S 0.48121 2.52023 0.62008 -0.20

***

Q.
13
Properties=species:S:1:pos:R:3:mulliken_charge:R:1 method="wB97M-V/def2-TZVPD" spin_multiplicity=1 mol_weight_da=147.2 e_homo_ha=-0.2895
C 0.41616 0.27461 -1.28910 0.35
C 1.27072 0.40967 -0.28612 -0.43
C 0.63603 0.02638 1.00568 0.28
H -1.12980 -1.44692 2.40184 0.31
H -2.30656 -0.00746 1.77744 0.27
H -1.71245 -0.20717 -1.14594 0.30
H 1.64444 1.31043 -3.00046 0.17
H 2.32331 0.87389 -0.20546 0.28
N -1.55492 -0.93314 1.41092 -0.98
N -0.56161 -0.44022 0.60570 0.55
N -0.69944 -0.40998 -0.76587 -0.38
S 0.39181 0.64206 -2.98393 -0.26
S 1.28230 -0.09214 2.47531 -0.45

***

R.
13
Properties=species:S:1:pos:R:3:mulliken_charge:R:1 method="wB97M-V/def2-TZVPD" spin_multiplicity=1 mol_weight_da=147.2 e_homo_ha=-0.3098
C -0.13954 1.24423 -0.71410 0.17
C -1.35594 -0.17697 0.71055 -0.11
C 0.62951 -1.68211 0.21797 -0.09
H 1.92045 2.07860 -0.69929 0.24
H 0.93070 2.15906 0.80826 0.27
H -2.17009 -0.40217 1.32147 0.42
H -1.41745 -2.13332 -0.31781 0.33
H 0.82130 -2.71620 -0.25708 0.26
N 0.97933 1.89245 -0.19263 -0.32
N -1.10363 0.94710 0.22242 -0.33
N -0.71738 -1.49664 0.37333 -0.26
S -0.27101 1.10297 -2.40672 -0.33
S 1.89376 -0.81698 0.93364 -0.25

***

The winner here is P, beating the second structure by 21.8 kcal/mol.

***

P.
16
Properties=species:S:1:pos:R:3:mulliken_charge:R:1 method="wB97M-V/def2-TZVPD" spin_multiplicity=1 total_charge=-1 mol_weight_da=122.1 e_homo_ha=-0.1619
C -0.48227 0.49609 0.98437 -0.71
C -1.17837 0.68909 -0.37180 -0.34
O -0.46508 0.34470 -1.54219 -0.58
N 0.90085 0.91141 1.34648 -0.31
C 2.10582 0.33119 0.73879 0.57
O 3.13133 0.60815 1.32526 -0.71
O 1.97049 -0.43096 -0.26120 -0.79
H -0.58818 -0.49877 1.39399 0.32
H -1.05550 1.09616 1.66775 0.39
H -2.05542 0.05541 -0.41496 0.28
H -1.49708 1.74028 -0.45573 0.27
H 0.47968 0.18546 -1.25508 0.42
H 0.92866 1.90892 1.28601 0.21
H -0.50868 -1.88850 -1.87423 0.33
H -0.61111 -2.91967 -0.88648 0.32
O -1.07514 -2.62898 -1.68098 -0.66

***

Q.
16
Properties=species:S:1:pos:R:3:mulliken_charge:R:1 method="wB97M-V/def2-TZVPD" spin_multiplicity=1 total_charge=-1 mol_weight_da=122.1 e_homo_ha=-0.1566
O -1.59161 0.56912 0.19515 -0.83
C -0.61293 0.65247 -0.59319 0.55
O -0.27640 1.63519 -1.29270 -0.74
C 0.49038 -0.45333 -0.66908 0.15
C -0.03978 -1.68104 0.18334 -0.49
O 0.34162 -2.97761 -0.31444 -0.57
N 1.68902 -0.01631 0.06998 -0.64
H 0.61623 -0.93090 -1.63262 0.36
H -1.13331 -1.61351 0.21837 0.25
H 0.27113 -1.60933 1.23206 0.24
H 1.06643 -3.23685 0.23458 0.32
H 1.37662 0.26450 0.98665 0.22
H 2.34283 0.52635 -0.47285 0.20
H -1.77077 2.30864 0.94141 0.36
H -1.30341 3.31687 -0.01688 0.31
O -1.46606 3.24574 0.93022 -0.70

***

The winner here is P, beating the second structure by 8.2 kcal/mol.